No. 1
{"formula": "C26H14BrF3N5PtS3", "method": "ωB97M-V with the def2-TZVPD basis set", "molar_mass_g_mol": 824.61, "homo_lumo_gap_ev": 5.7, "de_lowest_kcal_mol": 79.71, "total_charge": 1, "homo_ev": -11.319, "symbols": ["Pt", "F", "C", "F", "F", "C", "C", "C", "C", "N", "C", "S", "H", "H", "H", "S", "C", "C", "C", "C", "N", "C", "C", "C", "S", "C", "N", "H", "H", "Br", "C", "C", "C", "C", "C", "C", "N", "C", "C", "C", "C", "C", "C", "N", "H", "H", "H", "H", "H", "H", "H", "H", "H"], "xyz": [[0.08, -0.10, -0.46], [-2.46, -5.27, 1.92], [-1.41, -4.47, 2.09], [-0.90, -4.71, 3.30], [-0.48, -4.82, 1.18], [-1.81, -3.02, 1.98], [-2.69, -2.52, 2.93], [-3.04, -1.18, 2.90], [-2.46, -0.36, 1.94], [-1.64, -0.85, 1.03], [-1.32, -2.14, 1.02], [-0.25, -2.45, -0.31], [-3.08, -3.18, 3.69], [-3.75, -0.77, 3.61], [-2.66, 0.70, 1.90], [0.57, 1.39, -2.35], [-0.95, 2.18, -2.64], [-1.31, 2.64, -3.90], [-2.56, 3.23, -4.09], [-2.97, 3.62, -5.41], [-3.30, 3.91, -6.47], [-3.43, 3.38, -3.00], [-3.03, 2.96, -1.74], [-1.79, 2.36, -1.57], [-1.22, 1.84, -0.01], [-4.74, 3.94, -3.19], [-5.78, 4.39, -3.34], [-0.64, 2.52, -4.74], [-3.69, 3.09, -0.89], [2.35, 2.22, 6.45], [2.31, 1.51, 4.71], [3.49, 1.18, 4.07], [3.46, 0.67, 2.79], [2.25, 0.49, 2.13], [1.07, 0.83, 2.78], [1.09, 1.33, 4.07], [2.13, -0.02, 0.80], [3.10, -0.52, 0.17], [2.90, -1.07, -1.18], [3.96, -1.59, -1.90], [3.73, -2.08, -3.17], [2.44, -2.06, -3.69], [1.42, -1.54, -2.90], [1.66, -1.05, -1.69], [4.44, 1.33, 4.57], [4.40, 0.42, 2.31], [0.13, 0.70, 2.26], [0.17, 1.59, 4.58], [4.11, -0.60, 0.59], [4.95, -1.61, -1.46], [4.54, -2.48, -3.76], [2.22, -2.43, -4.68], [0.40, -1.52, -3.25]], "lowdin_charge": [0.7708, 0.1705, -0.6053, 0.1672, 0.1149, -0.0909, 0.0413, -0.0044, -0.1327, -0.1069, -0.6215, 0.8323, 0.1436, 0.1223, 0.0829, 0.7605, -0.6736, -0.0242, -0.1633, -0.1602, 0.1992, -0.1647, -0.0235, -0.6615, 0.7206, -0.1611, 0.1987, 0.1306, 0.1303, 0.7994, -0.6855, -0.1015, -0.0050, -0.2433, -0.0256, -0.1019, 0.0328, -0.0639, -0.2439, 0.0212, -0.0062, -0.0050, -0.1783, -0.1996, 0.1117, 0.1093, 0.0537, 0.1090, 0.1318, 0.1297, 0.1273, 0.1260, 0.1161]}

No. 2
{"formula": "C26H14BrN4O8W", "method": "ωB97M-V with the def2-TZVPD basis set", "molar_mass_g_mol": 774.16, "homo_lumo_gap_ev": [4.2, 4.2], "de_lowest_kcal_mol": 0.00, "total_charge": 1, "homo_ev": [-9.943, -9.928], "symbols": ["W", "O", "C", "O", "C", "C", "C", "N", "C", "C", "C", "O", "O", "H", "H", "H", "O", "N", "O", "C", "C", "C", "C", "C", "C", "N", "C", "C", "N", "C", "C", "C", "C", "H", "H", "H", "H", "H", "H", "H", "Br", "C", "C", "C", "C", "C", "C", "C", "O", "O", "H", "H", "H", "H"], "xyz": [[0.17, -0.61, 0.51], [7.05, 0.78, -0.64], [6.21, 1.63, -0.34], [6.26, 2.85, -0.12], [4.81, 1.06, -0.14], [4.61, -0.20, 0.41], [3.34, -0.68, 0.64], [2.24, 0.03, 0.31], [2.43, 1.25, -0.23], [3.66, 1.81, -0.45], [1.17, 1.96, -0.52], [1.01, 3.02, -1.02], [0.09, 1.17, -0.10], [5.47, -0.81, 0.64], [3.17, -1.65, 1.09], [3.75, 2.81, -0.84], [-5.21, 0.76, 5.70], [-4.14, 0.22, 5.61], [-3.56, -0.37, 6.50], [-3.53, 0.14, 4.26], [-4.38, 0.17, 3.22], [-3.89, 0.02, 1.88], [-4.71, 0.04, 0.73], [-4.14, -0.12, -0.51], [-2.76, -0.32, -0.61], [-1.98, -0.35, 0.46], [-2.53, -0.16, 1.69], [-1.63, -0.11, 2.81], [-0.30, -0.20, 2.51], [0.59, -0.14, 3.49], [0.20, 0.03, 4.82], [-1.13, 0.11, 5.13], [-2.10, 0.03, 4.11], [-5.44, 0.29, 3.40], [-5.78, 0.18, 0.84], [-4.74, -0.09, -1.41], [-2.28, -0.47, -1.57], [1.64, -0.22, 3.21], [0.96, 0.10, 5.59], [-1.44, 0.23, 6.16], [-1.75, -3.74, 1.26], [-0.54, -4.87, 0.30], [-0.83, -6.22, 0.22], [0.01, -7.03, -0.54], [1.10, -6.50, -1.21], [1.37, -5.14, -1.14], [0.56, -4.33, -0.36], [0.79, -2.88, -0.23], [1.07, -2.39, 0.95], [0.53, -2.03, -1.11], [-1.69, -6.63, 0.72], [-0.20, -8.09, -0.60], [1.73, -7.14, -1.81], [2.21, -4.72, -1.67]], "lowdin_charge": [1.7606, 0.0055, -0.7021, 0.0109, -0.0498, 0.0434, -0.0824, -0.0490, -0.1795, 0.1061, -0.4288, 0.2150, -0.2018, 0.1342, 0.1090, 0.1503, 0.1286, -0.3348, 0.1066, -0.0460, 0.0994, -0.0982, 0.0585, 0.0142, -0.0483, -0.0574, -0.1575, -0.1248, -0.0429, -0.0346, 0.0220, 0.0728, -0.0339, 0.1468, 0.1409, 0.1294, 0.1401, 0.1327, 0.1327, 0.1263, 0.8560, -0.5607, -0.0962, -0.0387, -0.0391, 0.0109, -0.1807, -0.5696, -0.1759, -0.0089, 0.1118, 0.1211, 0.1205, 0.1354]}

No. 3
{"formula": "C26H16BaBrCl5N3O3", "method": "ωB97M-V with the def2-TZVPD basis set", "molar_mass_g_mol": 812.93, "homo_lumo_gap_ev": 3.9, "de_lowest_kcal_mol": 42.65, "total_charge": -1, "homo_ev": -2.263, "symbols": ["Ba", "C", "O", "C", "C", "C", "Br", "C", "C", "C", "O", "C", "N", "C", "C", "C", "C", "C", "C", "N", "H", "H", "H", "H", "H", "H", "H", "H", "H", "H", "H", "Cl", "C", "C", "Cl", "C", "Cl", "C", "O", "C", "Cl", "C", "Cl", "N", "C", "C", "C", "C", "C", "C", "H", "H", "H", "H", "H"], "xyz": [[1.31, 1.33, -0.84], [0.26, 1.88, 4.51], [0.49, 1.33, 3.23], [-0.60, 0.77, 2.59], [-1.87, 1.15, 2.81], [-3.03, 0.55, 2.20], [-4.64, 0.87, 3.25], [-3.19, -0.23, 1.10], [-2.21, -0.60, 0.14], [-0.87, -0.01, 0.27], [0.13, -0.67, -0.57], [-2.61, -1.31, -0.99], [-1.81, -1.70, -2.01], [-2.60, -2.35, -2.92], [-2.28, -2.95, -4.13], [-3.29, -3.56, -4.86], [-4.61, -3.58, -4.40], [-4.95, -2.98, -3.19], [-3.94, -2.38, -2.47], [-3.92, -1.71, -1.26], [-0.28, 1.18, 5.14], [-0.30, 2.82, 4.45], [1.24, 2.09, 4.94], [-2.06, 1.94, 3.52], [-4.20, -0.60, 0.96], [-0.37, -1.25, -1.21], [-1.26, -2.95, -4.49], [-3.05, -4.04, -5.80], [-5.38, -4.06, -4.99], [-5.97, -2.99, -2.83], [-4.70, -1.54, -0.67], [7.21, 6.74, -2.18], [5.96, 5.59, -1.90], [4.62, 5.96, -1.97], [4.21, 7.59, -2.36], [3.62, 5.04, -1.74], [1.96, 5.48, -1.83], [3.90, 3.69, -1.42], [2.97, 2.84, -1.21], [5.27, 3.34, -1.36], [5.64, 1.70, -0.97], [6.27, 4.26, -1.59], [7.93, 3.78, -1.49], [-0.21, -0.10, 1.59], [0.35, -1.35, 2.02], [-0.33, -2.55, 1.80], [0.24, -3.75, 2.17], [1.50, -3.78, 2.78], [2.18, -2.59, 2.99], [1.62, -1.38, 2.60], [-1.30, -2.51, 1.32], [-0.29, -4.67, 2.00], [1.94, -4.72, 3.07], [3.16, -2.60, 3.45], [2.15, -0.45, 2.76]], "lowdin_charge": [2.0484, -0.0995, -0.1092, -0.3417, -0.1079, -0.6496, 0.6071, -0.1497, -0.2162, -0.4236, -0.4709, -0.2777, 0.1050, -0.2412, -0.0441, -0.1396, -0.1416, -0.0504, -0.2050, 0.1454, 0.0991, 0.0820, 0.0841, 0.0709, 0.0683, 0.0377, 0.0958, 0.0846, 0.0828, 0.0962, 0.1339, 0.6465, -0.7227, -0.7062, 0.6689, -0.6163, 0.7072, -0.5186, -0.6042, -0.6162, 0.7044, -0.7073, 0.6689, -0.0487, -0.1948, 0.0057, -0.0865, -0.1194, -0.1037, -0.0261, 0.1123, 0.0974, 0.0892, 0.0932, 0.1033]}

No. 4
{"formula": "C26H16Cl4N5O2OsTe", "method": "ωB97M-V with the def2-TZVPD basis set", "molar_mass_g_mol": 890.09, "homo_lumo_gap_ev": [5.0, 5.0], "de_lowest_kcal_mol": 28.95, "total_charge": 1, "homo_ev": [-9.877, -9.894], "symbols": ["Os", "N", "C", "N", "C", "N", "N", "C", "C", "C", "C", "C", "C", "N", "C", "C", "C", "C", "C", "C", "H", "H", "H", "H", "H", "H", "H", "H", "H", "H", "H", "Cl", "C", "C", "Cl", "C", "Cl", "C", "O", "C", "O", "C", "Cl", "Te", "C", "C", "C", "C", "C", "C", "H", "H", "H", "H", "H"], "xyz": [[0.39, -0.16, 0.29], [-2.22, -3.08, 1.71], [-1.07, -2.41, 1.80], [-0.96, -1.12, 1.76], [-2.13, -0.35, 1.61], [-2.05, 0.95, 1.51], [-0.70, 1.17, 1.48], [-0.11, 2.20, 1.95], [1.35, 2.12, 1.87], [2.19, 3.06, 2.44], [3.55, 2.79, 2.49], [4.01, 1.57, 2.01], [3.11, 0.68, 1.44], [1.80, 0.95, 1.34], [-3.42, -1.02, 1.53], [-4.62, -0.33, 1.35], [-5.79, -1.03, 1.16], [-5.78, -2.43, 1.15], [-4.62, -3.13, 1.35], [-3.43, -2.42, 1.54], [-2.20, -4.09, 1.71], [-0.18, -3.02, 1.91], [-0.64, 3.02, 2.42], [1.78, 3.97, 2.85], [4.23, 3.50, 2.93], [5.05, 1.30, 2.06], [3.42, -0.27, 1.05], [-4.61, 0.75, 1.36], [-6.72, -0.50, 1.01], [-6.70, -2.97, 0.98], [-4.61, -4.21, 1.35], [-4.78, 0.48, -4.05], [-3.33, 0.70, -3.17], [-2.65, 1.95, -3.26], [-3.32, 3.19, -4.23], [-1.48, 2.17, -2.58], [-0.61, 3.64, -2.67], [-0.97, 1.14, -1.77], [0.12, 1.27, -1.06], [-1.67, -0.10, -1.64], [-1.16, -0.98, -0.82], [-2.85, -0.32, -2.39], [-3.60, -1.85, -2.25], [1.80, -1.95, -1.00], [3.68, -1.07, -1.42], [4.79, -1.18, -0.59], [6.00, -0.62, -0.96], [6.12, 0.04, -2.17], [5.03, 0.13, -3.02], [3.81, -0.43, -2.65], [4.73, -1.74, 0.34], [6.86, -0.72, -0.31], [7.07, 0.48, -2.46], [5.12, 0.62, -3.98], [2.97, -0.36, -3.32]], "lowdin_charge": [1.2305, 0.1662, -0.1260, -0.0045, -0.2709, 0.1449, -0.1751, 0.0006, -0.2221, 0.0104, -0.0230, -0.0101, -0.0950, -0.0722, -0.0908, 0.0081, -0.0410, -0.0415, -0.0024, -0.1721, 0.1751, 0.1404, 0.1498, 0.1273, 0.1222, 0.1204, 0.0531, 0.1228, 0.1173, 0.1191, 0.1235, 0.7178, -0.6932, -0.7006, 0.7116, -0.6257, 0.7511, -0.3600, -0.1975, -0.3706, -0.3048, -0.6224, 0.7535, 1.0312, -0.6305, -0.1883, -0.0798, -0.0731, -0.0720, -0.1504, 0.0988, 0.1083, 0.1088, 0.1108, 0.0921]}